1.
Molecular formula: C16H22N4OS
Method: DFT, ωB97M-V/def2-TZVPD

The geometry in ORCA input format:
```
! wB97M-V def2-TZVPD RIJCOSX def2/J DEFGRID3
* xyz 0 1
H -2.35 -0.47 -1.74
C 4.22 -2.05 0.69
H -0.28 4.37 -0.56
C 1.26 0.96 -0.05
H -0.93 -1.87 0.57
H -2.79 1.29 -0.06
H -4.52 -3.32 0.34
H -0.13 -1.13 -0.84
C -4.68 -1.21 -0.86
C 3.12 -1.86 1.74
H 5.08 -2.54 1.14
H 3.45 -1.14 2.49
H -5.99 -1.49 0.85
N -1.04 0.22 0.45
C -0.13 1.19 0.12
C 1.94 2.07 -0.60
H 5.19 -0.82 -0.81
C -2.26 -1.29 -1.01
H 2.91 -2.80 2.24
C -1.00 -1.08 -0.19
H -2.18 -2.23 -1.57
N 1.42 3.26 -0.85
H -6.71 -1.94 -0.71
C 3.43 0.16 -0.12
C 4.63 -0.69 0.12
S 3.62 1.73 -0.87
H 3.84 -2.69 -0.11
O -5.45 -3.31 0.06
H -4.55 -1.67 -1.84
C 0.16 3.38 -0.47
C 1.85 -1.34 1.06
N -3.42 -1.38 -0.14
H 1.09 -1.11 1.80
H -2.32 1.33 1.65
H 5.29 -0.18 0.82
C 2.16 -0.11 0.26
N -0.62 2.43 -0.01
C -3.28 -0.51 1.03
H -4.95 -0.16 -1.00
H 1.47 -2.13 0.41
C -2.38 0.69 0.76
H -2.86 -1.11 1.85
C -5.79 -1.96 -0.12
H -4.26 -0.16 1.35
*
```

HOMO level	-0.29210	Eh
electronic energy	-1315.35265	a.u.
max |F|	0.8	eV Å⁻¹

---

2.
Molecular formula: C11H14AgCl2N2O2
Method: DFT, ωB97M-V/def2-TZVPD

The geometry in ORCA input format:
```
! wB97M-V def2-TZVPD RIJCOSX def2/J DEFGRID3
* xyz -1 1
H 1.11 -2.54 0.41
N -0.74 0.95 0.76
C 2.30 0.05 0.55
H 1.32 1.60 -0.46
H -0.33 -5.79 -0.58
C -2.14 4.01 -1.85
Ag -1.18 -1.02 0.69
C 2.05 0.45 1.96
C -0.82 3.24 0.00
C -0.61 -5.45 0.41
H 1.59 -4.18 0.13
H 0.00 -5.99 1.14
H 2.16 -0.40 2.63
C -2.56 2.69 -2.03
H -1.66 -5.67 0.59
H 2.53 0.73 -1.46
H 1.01 0.82 1.95
H -0.86 5.25 -0.63
C -2.13 1.68 -1.20
C -1.24 4.25 -0.81
H 2.70 1.28 2.26
H 3.04 1.91 -0.20
C 2.32 1.14 -0.47
N 0.85 -3.52 0.35
C -0.39 -3.96 0.54
Cl -2.76 0.07 -1.59
H -2.48 4.80 -2.50
C -1.21 1.83 -0.07
O 2.40 -1.13 0.23
Cl 0.32 3.65 1.28
O -1.35 -3.22 0.80
H -3.25 2.45 -2.83
*
```

HOMO level	-0.08250	Eh
electronic energy	-1754.93203	a.u.
max |F|	0.2	eV Å⁻¹

---

3.
Molecular formula: C37H48F6N2O4
Method: DFT, ωB97M-V/def2-TZVPD

The geometry in ORCA input format:
```
! wB97M-V def2-TZVPD RIJCOSX def2/J DEFGRID3
* xyz 0 1
C 10.26 2.18 -0.35
C 2.48 0.14 -1.08
C -6.77 -2.90 -0.25
C 7.61 2.03 -1.15
C 1.30 0.93 -0.26
H -5.10 -2.75 -1.84
C 4.53 -0.43 -5.73
H -5.01 1.72 2.32
C -3.09 2.91 2.98
H 5.86 -1.85 3.74
C 5.91 -1.62 0.63
C -1.12 0.85 0.90
H -1.50 0.21 -3.56
H 2.73 0.68 -2.12
H 8.32 -1.06 -6.27
H -7.46 -1.97 0.04
C -9.38 -1.75 3.87
H 0.74 1.66 -1.02
H 4.53 -0.52 3.47
C -8.60 0.16 5.75
O -5.04 0.20 0.19
H -4.74 2.77 -0.30
C 9.32 3.06 0.19
H -1.09 1.79 0.18
H -3.43 4.94 3.09
H 3.47 -0.24 -5.58
H -4.42 -2.52 -0.09
C -5.53 -0.66 -0.89
O 5.95 -0.74 1.83
C 5.13 -0.07 -6.95
H -2.06 4.54 2.18
C 4.45 -1.52 -0.17
F -11.59 -0.94 4.02
N -1.50 -0.73 -3.09
F -6.81 -5.31 0.78
H -5.01 3.57 1.95
H 3.64 -2.09 0.46
F -7.91 -3.51 1.91
H 7.25 3.67 0.18
H 6.75 -1.25 -0.12
C 8.54 1.15 -1.69
C -3.84 2.38 0.37
C 9.87 1.23 -1.29
H 2.18 -0.98 -1.29
H 4.54 0.38 -7.73
H -7.31 -2.36 3.85
C 7.99 2.99 -0.22
C -3.72 0.76 -0.04
F 7.39 -1.79 -3.97
H -3.95 1.06 -2.40
H -0.14 -0.96 -0.30
C -5.34 -2.30 -0.77
C -7.66 -0.72 5.21
C -10.31 -0.87 4.41
F 6.33 1.96 -1.54
H 4.85 -1.30 -3.78
C -3.16 0.74 -1.58
H 4.80 0.62 -0.88
H -8.30 0.90 6.48
H -2.47 -1.11 0.76
O -2.52 2.03 3.81
C 3.93 0.07 -0.27
H -0.82 1.28 1.98
C -9.93 0.09 5.34
C -6.68 -3.84 1.09
C -8.05 -1.68 4.27
N -2.56 4.36 3.08
C 0.16 -0.09 0.42
C 7.26 -0.88 -6.14
C 5.16 -1.37 2.93
H 3.89 0.56 0.79
H 0.68 -0.48 1.42
C -2.34 -0.65 -1.99
H 10.61 0.55 -1.71
C 6.65 -1.23 -4.94
H 8.21 0.41 -2.41
F -5.53 -3.56 1.97
H -6.62 -0.66 5.53
H -2.46 -1.66 -1.37
C -4.31 2.61 1.93
H 6.96 -0.03 -8.09
H -9.70 -2.50 3.15
H 9.62 3.80 0.93
H 1.80 1.62 0.55
O -6.20 -0.23 -1.99
H 4.50 -2.04 -1.23
H 6.17 -2.76 0.89
C 5.30 -1.01 -4.73
H -2.33 1.59 -1.63
C -2.55 0.06 0.93
H 11.30 2.24 -0.03
H -10.67 0.77 5.74
H -2.90 3.00 0.04
H -2.97 0.16 2.05
C 6.50 -0.30 -7.15
H -7.35 -3.43 -1.14
H 4.41 -2.18 2.54
*
```

HOMO level	-0.33715	Eh
electronic energy	-2447.88134	a.u.
max |F|	9.0	eV Å⁻¹

---

In eV, the LUMO values for the records above are, in order, 0.6; 2.7; -0.3.
In eV, the HOMO-LUMO gap values for the records above are, in order, 8.5; 4.9; 8.9.
In kcal per mole, the ΔE to the lowest compared entry with this formula, charge and spin values for the records above are, in order, 4.25; 0.00; 252.72.